68
Properties=species:S:1:pos:R:3:forces:R:3 method="wB97M-V/def2-TZVPD" orbital_gap_ev="6.45 / 5.24" spin_multiplicity=5 e_lumo_ev="4.140 / 2.574" relative_energy_kj_mol=313.4 total_charge=-2
N -2.117650 1.685910 -2.448449 0.168 0.024 -0.681
H 0.188502 1.162533 -1.811697 -0.061 -0.045 0.174
N 1.941892 -2.868790 -0.553774 -0.207 -0.152 0.013
C 3.968157 -3.043437 4.064762 -0.093 -0.007 -0.101
H 3.621261 -1.059415 2.705636 0.008 -0.031 0.062
H -2.386559 4.526108 -2.476295 -0.106 -0.014 0.046
F -3.320598 0.071054 2.555438 0.314 -0.213 0.179
C -3.038248 4.630390 -4.526907 0.071 0.033 0.113
F 0.723448 3.325188 3.022114 0.106 -0.249 0.023
C -2.718219 1.912680 -4.642889 -0.099 0.368 0.073
H 2.003931 -6.626789 1.881301 -0.057 -0.003 -0.001
F -3.362988 -1.147097 0.830938 0.826 -0.061 -0.259
H -2.046524 -0.420733 -2.522171 -0.031 -0.038 0.040
C 3.521712 -1.453101 1.700109 -0.206 0.054 -0.019
C 2.294779 -5.584215 1.838604 -0.024 0.015 -0.029
C 2.007523 -4.831936 0.722344 -0.008 0.019 0.055
C -0.445115 -1.326290 -0.953793 -0.461 0.443 0.047
C 3.324290 -3.660920 2.848461 0.040 -0.173 -0.012
S 0.299053 0.837063 4.046196 0.482 0.994 0.537
C -2.206980 0.521673 -3.018463 0.141 0.067 0.139
N -0.941492 0.203811 3.343167 0.728 -0.573 0.064
O -1.315078 -0.545794 -0.396759 0.147 -0.255 -0.856
H 4.484154 -1.344517 1.190931 -0.022 0.083 -0.024
Se -7.115232 3.502761 0.889125 -0.551 0.094 -0.042
C 3.074743 -2.888073 1.703671 -0.080 -0.043 -0.031
C -2.594173 3.984210 -3.387559 0.058 0.030 -0.067
C 1.068041 0.550971 -1.652623 0.006 0.083 -0.107
C 2.072239 -1.547340 -0.993202 0.026 0.287 -0.242
C 3.323642 -1.013453 -1.306565 -0.061 -0.091 0.075
H 4.113015 -3.799280 4.836820 0.048 0.010 -0.005
C 2.321198 1.089137 -1.894438 -0.014 -0.004 -0.085
H -3.624427 4.478637 -6.587137 -0.025 0.032 0.001
H 1.452478 -5.262846 -0.102513 0.056 -0.031 -0.035
C 3.446908 0.293512 -1.739230 0.070 0.061 0.020
F 0.136144 3.297833 5.097419 0.157 -0.068 0.006
H 4.429345 0.696625 -1.956906 0.014 -0.011 0.028
O 0.102563 -1.403638 1.694888 0.226 -0.107 -0.498
O 0.298332 0.651920 5.467885 -0.397 -0.289 0.109
Se -1.893187 3.671422 0.383250 0.861 1.599 0.597
H 1.027663 -3.223121 -0.820511 0.010 0.051 -0.026
Sb -4.755944 4.137276 0.306801 0.709 0.542 0.183
H 4.199069 -1.635821 -1.172604 0.012 -0.027 -0.015
O -0.141396 1.038088 1.205255 2.038 -0.204 -0.374
Se -5.349840 5.507052 -1.617101 -0.263 -0.176 0.049
H 3.142256 -5.568601 3.808974 0.026 0.016 0.004
C -3.121985 2.565573 -5.798944 0.004 -0.166 -0.016
H 2.793812 -0.818130 1.210520 0.005 0.114 -0.040
H -3.323170 2.016443 -6.711313 -0.024 0.070 -0.035
S -0.659711 -0.205336 1.804554 -0.153 -1.357 3.594
H 2.410178 2.122505 -2.204091 0.018 -0.011 -0.043
F -1.322573 2.915638 3.562548 0.028 -0.062 0.150
C 2.376007 -3.480684 0.632794 0.153 -0.021 0.072
H -3.238760 5.691741 -4.481225 0.074 0.056 -0.027
Se -4.071344 1.711700 -0.121510 -3.164 -0.947 -0.893
N -2.540017 0.582628 -4.339954 -0.084 -0.004 -0.128
H -2.682627 -0.202967 -4.946833 -0.008 -0.003 0.020
C 2.945785 -4.995312 2.910108 0.039 -0.034 0.056
C 0.925042 -0.761148 -1.221695 0.207 -0.215 0.273
C -3.285811 3.935656 -5.713552 -0.025 0.008 -0.169
O 1.546270 0.654263 3.358527 0.344 -0.066 -0.021
C -2.449042 2.603209 -3.442473 0.007 -0.523 -0.258
C -0.052264 2.693208 3.909733 -0.255 0.187 0.003
Ir -2.005435 1.458178 0.600701 -0.479 2.062 -2.797
H 3.322986 -2.261877 4.472119 0.073 0.037 0.044
F -2.430988 -1.890669 2.592989 0.226 -0.069 -0.163
C -2.569266 -0.786985 1.839345 -1.725 -1.039 1.281
H 4.931139 -2.590069 3.823335 0.018 0.010 0.075
O -0.710911 -2.478211 -1.298184 0.139 -0.070 -0.102

62
Properties=species:S:1:pos:R:3:forces:R:3 method="wB97M-V/def2-TZVPD" orbital_gap_ev="6.23 / 5.80" spin_multiplicity=2 e_lumo_ev="1.609 / 1.379" total_charge=-1
C 0.871667 0.357027 3.783077 0.131 0.013 0.005
C -0.678437 0.103174 5.587078 0.009 -0.010 0.011
S -3.315299 0.261679 -1.108748 0.075 0.047 0.066
O 0.956407 0.200825 -1.270399 0.251 0.086 0.117
C -2.537729 -3.316504 -4.429880 -0.024 0.060 -0.010
C -1.191498 -1.379287 -4.827286 0.030 -0.111 -0.067
Sb -3.532786 -2.130707 -0.530813 -0.045 -0.144 -0.039
C 2.851839 1.281316 5.545810 0.031 0.053 -0.009
N -0.892522 2.290470 -1.721027 0.084 0.179 0.148
H -3.259119 -1.327046 -4.207112 0.018 0.042 -0.018
Re -1.096573 0.144034 -1.409398 -0.563 0.021 -0.215
H -2.291898 -0.193200 2.606845 -0.004 0.004 -0.005
C 1.408922 0.444147 1.023399 0.167 -0.019 0.185
H 3.667570 -0.345130 4.427532 0.000 0.005 0.021
S -1.009678 0.345204 -4.953817 0.080 0.001 0.048
N 2.170201 0.572724 3.299687 -0.018 0.026 0.086
H 4.983567 0.978929 2.831365 -0.009 -0.012 0.000
H 5.201543 1.660557 4.432755 0.002 -0.002 -0.005
C 1.743833 0.440384 6.148761 -0.002 -0.028 0.037
C 3.323231 0.676851 4.233371 -0.088 -0.049 -0.069
C -0.731232 3.489358 -1.190617 -0.074 -0.048 -0.048
H 4.117260 2.453053 3.282551 -0.004 0.003 0.012
H -0.929342 -6.071835 -5.159912 -0.004 -0.001 -0.009
H 1.372248 0.879023 7.075516 0.000 0.017 -0.008
N -0.660601 3.153483 -3.926128 -0.043 -0.001 -0.001
H 0.617898 -4.189081 -5.329896 -0.001 -0.006 0.004
C 2.375129 0.598885 1.979154 -0.023 -0.008 -0.124
C -1.449895 -4.137228 -4.737213 -0.049 -0.035 -0.003
C 4.468876 1.485635 3.644804 0.030 0.015 0.011
H -0.361561 5.174457 -4.069272 -0.005 -0.009 -0.008
S -3.640587 -2.357542 1.713459 0.043 0.023 0.081
N -1.569715 -5.512592 -4.624346 0.028 -0.005 0.014
C -2.411373 -1.946254 -4.473376 -0.017 0.004 -0.069
C -0.180186 0.204204 2.868698 -0.047 -0.031 -0.019
O 3.013692 0.809718 -0.662340 0.054 -0.098 0.064
S -1.246760 -2.157288 -1.388999 0.111 -0.017 0.016
O -0.912983 0.117828 0.661133 0.160 0.065 0.152
C -0.839189 2.161122 -3.069270 0.065 -0.414 -0.035
H -0.910692 0.060185 6.644116 -0.004 0.002 0.000
O -2.186609 0.908894 -5.551786 0.002 0.015 0.013
H -3.473740 -3.741619 -4.092681 -0.014 -0.049 0.011
F -2.947631 -0.233522 5.143050 0.000 -0.001 0.000
H -0.773526 3.556235 -0.109772 0.005 0.009 -0.003
N -0.982839 0.824461 -3.348266 0.120 0.288 -0.018
C -0.532804 4.589649 -2.007272 0.003 0.009 -0.022
H 0.838303 -1.722372 -5.403631 -0.005 0.020 -0.023
C -1.492282 -0.009424 3.316114 0.056 0.003 0.007
C 1.859027 0.498770 -0.407084 -0.171 0.081 -0.252
C 0.073216 0.242820 1.432131 -0.165 -0.038 -0.024
H 2.141708 -0.547533 6.404141 -0.008 0.002 0.012
H 3.706704 1.344710 6.220249 -0.006 -0.010 0.006
C -0.233102 -3.557880 -5.101625 0.012 0.036 0.022
H 2.500677 2.301502 5.361425 -0.003 -0.004 0.007
H -2.505546 -5.877140 -4.578119 -0.008 0.003 0.001
C -1.707684 -0.045389 4.663298 -0.035 -0.011 0.023
C -0.511729 4.353386 -3.375937 0.003 0.026 0.028
C 0.617409 0.294131 5.166050 -0.021 0.000 -0.079
H 3.381243 0.756438 1.621318 -0.003 0.003 0.005
H -0.402800 5.580199 -1.599182 0.002 0.002 -0.008
C -0.103635 -2.182762 -5.141462 0.000 -0.049 0.107
S -5.039030 -3.241349 -1.790181 -0.020 0.009 -0.080
O 0.280414 0.627205 -5.520055 -0.087 0.036 -0.050

48
Properties=species:S:1:pos:R:3:forces:R:3 method="wB97M-V/def2-TZVPD" orbital_gap_ev=8.66 spin_multiplicity=1 e_lumo_ev=0.388 relative_energy_kj_mol=22.1 total_charge=0 smiles="COc1c(C(=O)Nc2ccc(Cc3ccncc3)cc2)ccc2ccccc12"
C 3.939997 2.163774 -2.647445 0.031 0.267 0.009
C 0.404214 -2.232393 0.840367 -0.035 0.067 0.266
H 4.417384 2.624742 -3.502562 0.024 0.125 -0.034
C -2.026816 -1.271255 -0.162957 -0.085 -0.012 0.402
H -0.216678 1.362164 4.147594 -0.006 -0.088 0.094
C -0.140288 1.597230 3.095942 -0.243 -0.101 -0.073
H -0.362647 -1.689651 2.748517 0.051 0.015 0.089
H -5.166178 -0.952638 -0.939456 -0.010 -0.066 -0.002
H 3.159460 -0.832291 -1.756465 -0.051 -0.078 0.078
N -2.289906 0.533293 2.707855 -0.188 0.301 0.423
H 3.604553 4.003956 -1.598285 0.003 0.107 -0.013
H -4.252871 -2.482298 -1.041349 0.004 0.064 -0.010
H 2.195665 4.115538 0.364985 0.083 -0.020 0.033
N 3.821107 0.848616 -2.700222 0.196 -0.238 -0.464
C -1.763575 -1.232042 1.188323 -0.358 -0.271 -0.555
C 1.116939 2.492498 1.245697 -0.023 0.065 0.157
C 3.244524 0.243026 -1.676054 -0.098 -0.124 0.286
H -0.473327 -2.260948 -4.372729 -0.043 0.020 -0.074
H -2.196003 -1.392379 -2.834822 -0.051 0.020 -0.047
H 2.295918 0.363447 0.242904 -0.075 -0.084 0.050
C -1.088538 1.591419 0.888152 0.018 0.140 0.117
C 1.144491 -2.754108 -1.454989 0.044 -0.073 -0.193
H 1.338330 -2.612156 1.228224 0.088 -0.043 0.055
H 2.074138 -3.137868 -1.058467 0.096 -0.035 0.022
C -1.173698 1.252408 2.235169 0.362 0.330 -0.086
C 0.048706 2.202592 0.403381 -0.019 -0.008 0.115
H -1.909545 1.364939 0.226404 -0.127 -0.008 -0.051
C 0.997139 2.207668 2.598487 0.045 0.101 -0.133
H 1.653891 -3.129556 -3.486305 0.083 -0.034 -0.025
C 0.181653 -2.258911 -0.551656 -0.291 0.125 -0.090
H -4.547650 -1.721905 0.545869 0.042 0.033 -0.103
C 2.763980 0.910409 -0.561713 0.102 0.118 -0.075
O -3.183678 -0.738880 -0.690603 0.688 0.187 0.226
C -4.348724 -1.528931 -0.510100 -0.417 -0.310 0.021
C 3.488250 2.930191 -1.585310 -0.061 -0.138 0.097
C -0.539342 -1.723493 1.683155 0.207 -0.183 -0.139
C -0.303434 -2.258463 -3.306276 -0.234 0.102 -0.008
C -1.046931 -1.769672 -1.064000 0.049 -0.045 0.091
H 0.117125 2.445359 -0.646867 0.006 -0.008 -0.131
C -2.714825 -0.650096 2.193144 0.011 -0.003 -0.070
H 1.808164 2.446890 3.271485 0.096 0.020 0.046
C 0.908570 -2.752800 -2.801473 0.209 -0.088 0.187
C -1.261559 -1.779348 -2.457447 -0.054 0.015 -0.204
C 2.376398 3.081648 0.673979 -0.001 0.042 0.025
H 3.155352 3.101243 1.442180 -0.051 0.072 -0.012
O -3.723235 -1.196977 2.587605 -0.145 -0.132 0.010
C 2.880169 2.295933 -0.507970 0.162 -0.023 -0.183
H -2.792140 0.884502 3.512835 -0.034 -0.119 -0.125

Number 1: electronic energy -12942.91637 a.u.. Number 2: electronic energy -3986.15154 a.u.. Number 3: electronic energy -1186.57688 a.u..